{
  "formula": "C6H14O4",
  "method": "ωB97M-V/def2-TZVPD",
  "charge": 0,
  "smiles": "CC(=O)O.C=CC.OCO",
  "homo_ev": -8.811,
  "orbital_gap_ev": 9.25,
  "total_energy_ev": -14636.254,
  "relative_energy_kcal_mol": 85.7,
  "symbols": ["C", "C", "O", "O", "H", "H", "H", "H", "C", "C", "C", "H", "H", "H", "H", "H", "H", "O", "C", "O", "H", "H", "H", "H"],
  "positions_angstrom": [[1.177863, -0.701257, -2.660141], [-0.000910, -0.580709, -1.742386], [-0.589553, 0.528918, -1.601370], [-0.698294, -1.726751, -1.583935], [0.861889, -0.478372, -3.680890], [1.908426, 0.059641, -2.388139], [1.599274, -1.699683, -2.603884], [-1.442063, -1.560027, -0.976559], [1.817671, 0.644216, 1.233888], [0.991335, -0.357109, 0.971634], [0.343050, -1.269972, 1.955358], [2.345603, 1.179506, 0.459553], [2.052527, 0.914975, 2.252135], [0.844975, -0.694001, -0.145194], [-0.749368, -1.263580, 1.878914], [0.618244, -2.304744, 1.761379], [0.633486, -1.004979, 2.969451], [-1.563405, 2.581794, 0.202542], [-1.297909, 1.367656, 0.845078], [-2.409457, 0.498780, 0.796597], [-1.588697, 2.383862, -0.749539], [-1.043910, 1.635998, 1.875920], [-0.604032, 0.850560, -0.100806], [-3.206746, 0.995278, 1.030396]],
  "forces_ev_per_a": [[0.495, -0.095, 0.748], [-3.561, 2.582, -2.859], [1.961, -2.766, -0.645], [0.798, 0.113, 0.876], [-0.235, -0.115, 0.156], [0.076, -0.128, 0.022], [0.176, -0.002, -0.099], [-0.030, 0.220, -0.273], [0.195, -0.558, -0.044], [0.689, -1.041, -1.803], [-0.354, 0.079, -0.019], [-0.143, 0.141, -0.134], [-0.051, 0.073, 0.181], [0.630, 0.763, 2.634], [0.042, 0.270, 0.025], [0.262, -0.092, 0.012], [-0.045, -0.036, 0.103], [-0.686, 0.733, -0.160], [1.066, -0.879, -3.748], [-0.657, -0.164, 0.310], [0.013, 0.159, 0.391], [0.545, -0.444, -0.260], [-1.296, 1.227, 4.510], [0.109, -0.042, 0.075]],
  "mulliken_charge": [-1.17, 0.69, -0.64, -0.47, 0.35, 0.29, 0.35, 0.40, -0.70, 0.64, -1.18, 0.25, 0.28, -0.19, 0.24, 0.33, 0.37, -0.57, 0.11, -0.48, 0.34, 0.30, 0.17, 0.27]
}